[1]
{
  "formula": "C3H10S3",
  "method": "wB97M-V/def2-TZVPD",
  "e_lumo_ev": [-3.2, -8.2],
  "homo_ev": [-12.165, -12.141],
  "spin_multiplicity": 2,
  "total_charge": 1,
  "s_squared": 0.753,
  "e_above_lowest_kcal_mol": 0.97,
  "gap_ev": [8.964, 3.912],
  "energy_ev": -35770.16588,
  "symbols": ["C", "S", "S", "H", "H", "H", "H", "C", "S", "C", "H", "H", "H", "H", "H", "H"],
  "coordinates": [[-2.143, 1.985, -0.950], [-1.534, 0.405, -0.327], [-2.890, -0.964, -1.066], [-3.077, 2.248, -0.469], [-1.365, 2.673, -0.637], [-2.197, 1.984, -2.039], [-2.274, -1.131, -2.245], [1.907, 0.309, -0.227], [3.166, 0.114, 1.031], [2.501, -1.191, 2.027], [2.034, -0.505, -0.953], [1.011, 0.035, 0.335], [1.954, 1.295, -0.672], [1.629, -1.642, 1.576], [2.185, -0.696, 2.956], [3.296, -1.907, 2.199]],
  "nbo_charge": [-0.73, 0.02, -0.08, 0.24, 0.22, 0.23, 0.13, -0.80, 0.88, -0.82, 0.29, 0.28, 0.28, 0.27, 0.30, 0.29]
}

[2]
{
  "formula": "C4H10NO2S",
  "method": "wB97M-V/def2-TZVPD",
  "e_lumo_ev": [-4.8, -6.5],
  "homo_ev": [-10.528, -15.314],
  "spin_multiplicity": 3,
  "total_charge": 1,
  "s_squared": 2.009,
  "e_above_lowest_kcal_mol": 118.60,
  "gap_ev": [5.707, 8.800],
  "energy_ev": -20715.70383,
  "symbols": ["C", "C", "C", "C", "N", "O", "O", "S", "H", "H", "H", "H", "H", "H", "H", "H", "H", "H"],
  "coordinates": [[-0.685, 0.171, 0.188], [2.951, -0.678, 0.610], [1.972, -0.377, -0.423], [-1.272, 1.575, 0.003], [-2.717, 1.389, -0.235], [-0.778, -2.086, -0.811], [-1.350, -0.606, 1.173], [-1.898, -0.991, -0.280], [3.467, 0.168, 1.110], [2.464, -1.415, 1.316], [3.646, -1.477, 0.112], [1.461, -1.187, -0.787], [1.712, 0.553, -0.897], [-1.099, 2.262, 0.828], [-0.738, 2.163, -0.935], [-3.089, 1.493, 0.692], [-0.873, -3.037, -0.816], [-3.173, 2.079, -0.849]],
  "nbo_charge": [0.31, -0.70, -0.31, -0.36, -0.83, -0.86, -0.56, 1.40, 0.24, 0.22, 0.25, 0.16, 0.17, 0.25, 0.27, 0.39, 0.54, 0.42]
}

[3]
{
  "formula": "C14H5F3N3S3Tl",
  "method": "wB97M-V/def2-TZVPD",
  "e_lumo_ev": 4.1,
  "homo_ev": -1.892,
  "total_charge": -2,
  "gap_ev": 6.031,
  "energy_ev": -64423.90437,
  "symbols": ["Tl", "S", "C", "C", "C", "C", "N", "C", "C", "C", "S", "C", "N", "H", "H", "F", "C", "F", "F", "C", "C", "C", "C", "N", "C", "S", "H", "H", "H"],
  "coordinates": [[-2.316, -1.708, -0.246], [-0.312, -0.262, -1.358], [-0.761, -0.006, -3.016], [-0.093, 0.905, -3.807], [-0.252, 1.009, -5.168], [0.611, 1.921, -5.902], [1.282, 2.684, -6.539], [-1.194, 0.178, -5.735], [-2.022, -0.624, -4.977], [-1.879, -0.686, -3.604], [-3.165, -1.500, -2.753], [-1.541, 0.287, -7.159], [-1.752, 0.553, -8.274], [0.651, 1.518, -3.289], [-2.768, -1.239, -5.436], [0.500, 0.934, 7.628], [1.326, 0.827, 6.476], [2.533, 0.612, 6.962], [1.378, 2.148, 6.073], [1.044, -0.089, 5.304], [1.008, 0.529, 4.095], [0.967, -0.191, 2.889], [1.027, -1.567, 3.104], [1.079, -2.190, 4.258], [0.970, -1.483, 5.412], [0.880, -2.314, 6.956], [0.877, 1.589, 3.978], [0.752, 0.359, 1.909], [1.169, -2.193, 2.219]],
  "nbo_charge": [0.49, -0.38, -0.16, -0.19, -0.19, 0.32, -0.37, -0.17, -0.19, -0.15, -0.40, 0.31, -0.38, 0.23, 0.23, -0.36, 1.00, -0.32, -0.37, -0.29, -0.14, -0.35, 0.06, -0.48, 0.12, -0.48, 0.21, 0.23, 0.17]
}

[4]
{
  "formula": "C15H34ClCsNO4Si2",
  "method": "wB97M-V/def2-TZVPD",
  "e_lumo_ev": -3.0,
  "homo_ev": -11.577,
  "total_charge": 1,
  "gap_ev": 8.620,
  "energy_ev": -54612.41736,
  "symbols": ["C", "C", "C", "C", "N", "Si", "Cl", "O", "C", "C", "C", "C", "C", "C", "O", "Si", "C", "C", "C", "O", "C", "C", "O", "H", "H", "H", "H", "H", "H", "H", "H", "H", "H", "H", "H", "H", "H", "H", "H", "H", "H", "H", "H", "H", "H", "H", "H", "H", "H", "H", "H", "H", "H", "H", "H", "H", "H", "Cs"],
  "coordinates": [[-0.806, 2.121, 4.083], [-0.730, 0.624, 3.736], [-1.933, 0.148, 2.926], [-1.997, -1.363, 2.756], [-0.785, -1.934, 2.140], [-0.323, -1.663, 0.518], [0.275, 0.312, 0.303], [0.888, -2.659, 0.115], [2.190, -2.545, 0.721], [3.183, -1.975, -0.283], [3.494, -3.014, -1.361], [4.479, -1.433, 0.374], [4.473, 0.097, 0.522], [4.814, -2.089, 1.720], [-1.515, -1.905, -0.585], [-2.506, -0.819, -1.317], [-1.651, 0.070, -2.734], [-2.635, 0.712, -3.732], [-3.542, 1.742, -3.052], [-3.529, 3.041, -3.738], [-2.595, 3.922, -3.296], [-2.709, 4.405, -1.883], [-1.782, 4.343, -4.091], [0.009, 2.685, 3.626], [-1.743, 2.562, 3.731], [-0.760, 2.293, 5.159], [0.180, 0.426, 3.166], [-0.656, 0.020, 4.646], [-1.940, 0.652, 1.953], [-2.854, 0.457, 3.433], [-2.093, -1.808, 3.751], [-2.900, -1.642, 2.198], [-0.788, -2.941, 2.274], [2.126, -1.933, 1.627], [2.478, -3.554, 1.026], [2.667, -1.134, -0.760], [2.583, -3.509, -1.703], [4.173, -3.779, -0.972], [3.974, -2.550, -2.226], [5.301, -1.694, -0.301], [5.482, 0.506, 0.440], [3.861, 0.572, -0.249], [4.075, 0.402, 1.494], [5.854, -1.888, 1.987], [4.693, -3.175, 1.695], [4.195, -1.690, 2.528], [-3.660, -1.545, -1.892], [-3.020, 0.166, -0.333], [-0.958, 0.833, -2.365], [-1.044, -0.676, -3.257], [-3.236, -0.047, -4.237], [-2.042, 1.201, -4.515], [-3.248, 1.907, -2.018], [-4.584, 1.428, -3.045], [-3.469, 5.192, -1.866], [-1.752, 4.824, -1.577], [-3.028, 3.641, -1.181], [-2.631, 3.663, -6.079]],
  "lowdin_charge": [-0.10, -0.27, -0.25, -0.26, -0.07, -0.10, 0.46, -0.17, -0.22, -0.35, -0.05, -0.38, -0.07, -0.08, -0.30, 0.52, -0.29, -0.23, -0.15, -0.26, -0.60, 0.06, -0.32, 0.07, 0.06, 0.07, 0.07, 0.11, 0.06, 0.12, 0.12, 0.11, 0.10, 0.11, 0.13, 0.11, 0.08, 0.09, 0.08, 0.13, 0.08, 0.07, 0.08, 0.08, 0.08, 0.08, 0.00, -0.01, 0.06, 0.09, 0.12, 0.08, 0.09, 0.14, 0.12, 0.11, 0.09, 1.52]
}